The following is a quantum chemistry calculation of C39H62N4O2Re as an isolated structure in a non-equilibrium geometry, from the Open Molecules 2025 dataset.

HOMO energy (alpha / beta) in eV: -13.38 / -13.54
Gap between HOMO and LUMO (alpha / beta) in Ha: 0.2350 / 0.2514
Total charge: +2
⟨S²⟩: 0.759
Largest force on an atom in eV Å⁻¹: 1.46
2S+1: 2

The geometry in XYZ format:
```
108
C39H62N4O2Re (ωB97M-V with the def2-TZVPD basis set)
Re 0.26 -0.54 -0.03
C -2.22 0.55 1.55
N -0.86 1.09 1.37
C -0.15 1.21 2.66
C -0.88 2.38 0.65
C 0.24 2.48 -0.35
N 0.26 1.29 -1.24
C -0.88 1.35 -2.22
C -1.11 0.13 -3.06
C -1.20 0.25 -4.44
C -1.61 -0.83 -5.22
C -2.04 -1.97 -4.56
C -1.97 -2.14 -3.18
C -1.41 -1.08 -2.46
O -1.09 -1.19 -1.11
C -2.50 -3.40 -2.48
C -1.35 -4.17 -1.81
C -3.54 -2.98 -1.43
C -3.19 -4.35 -3.47
C -1.58 -0.79 -6.75
C -0.52 -1.81 -7.22
C -2.95 -1.19 -7.32
C -1.21 0.59 -7.29
C 1.52 1.27 -2.04
C 2.85 1.09 -1.32
C 3.98 1.34 -2.07
C 5.25 1.10 -1.57
C 5.34 0.74 -0.23
C 4.23 0.49 0.58
C 2.98 0.60 -0.03
O 1.84 0.16 0.62
C 4.40 0.10 2.06
C 3.84 1.26 2.91
C 3.67 -1.21 2.41
C 5.87 -0.10 2.44
C 6.47 1.19 -2.48
C 7.77 0.83 -1.76
C 6.59 2.61 -3.05
C 6.27 0.19 -3.64
H -2.85 1.26 2.09
H -2.17 -0.38 2.12
H -2.67 0.33 0.58
H -0.67 1.91 3.32
H 0.86 1.56 2.49
H -0.11 0.24 3.14
H -0.78 3.22 1.35
H -1.84 2.50 0.16
H 1.20 2.52 0.17
H 0.14 3.39 -0.95
H -0.71 2.20 -2.88
H -1.78 1.55 -1.65
H -0.97 1.20 -4.90
H -2.44 -2.78 -5.14
H -0.84 -3.55 -1.07
H -0.61 -4.49 -2.55
H -1.74 -5.06 -1.31
H -3.11 -2.34 -0.66
H -3.95 -3.87 -0.94
H -4.37 -2.45 -1.90
H -2.49 -4.73 -4.22
H -4.03 -3.87 -3.97
H -3.58 -5.21 -2.92
H -0.73 -2.81 -6.84
H 0.47 -1.51 -6.87
H -0.50 -1.84 -8.31
H -3.21 -2.23 -7.09
H -2.94 -1.09 -8.40
H -3.74 -0.55 -6.92
H -0.21 0.90 -6.96
H -1.93 1.35 -7.00
H -1.19 0.55 -8.38
H 1.58 2.21 -2.60
H 1.41 0.48 -2.78
H 3.86 1.70 -3.09
H 6.32 0.61 0.20
H 2.78 1.42 2.71
H 4.38 2.18 2.69
H 3.97 1.03 3.97
H 2.59 -1.15 2.25
H 3.83 -1.44 3.46
H 4.07 -2.04 1.82
H 6.45 0.82 2.35
H 6.34 -0.88 1.83
H 5.92 -0.42 3.48
H 8.00 1.55 -0.97
H 8.59 0.85 -2.48
H 7.73 -0.17 -1.34
H 6.73 3.34 -2.25
H 5.71 2.90 -3.63
H 7.46 2.67 -3.72
H 6.13 -0.82 -3.25
H 7.15 0.20 -4.28
H 5.40 0.45 -4.25
C -0.02 -5.67 2.18
C 0.54 -4.56 1.37
C 1.52 -4.57 0.38
C 1.63 -3.26 -0.08
N 0.76 -2.48 0.60
N 0.12 -3.30 1.47
C 2.51 -2.72 -1.15
H 0.75 -6.12 2.81
H -0.39 -6.46 1.52
H -0.84 -5.33 2.81
H 2.09 -5.41 0.04
H -0.59 -2.94 2.09
H 3.07 -3.53 -1.62
H 3.23 -2.00 -0.75
H 1.93 -2.23 -1.94
```

Atomic partial charges in e from the Mulliken method, atoms 1 to 2:
1 Re 0.37
2 C -1.11